Here is a molecular structure, C24H48AgBr3O8 in a non-equilibrium geometry from the Open Molecules 2025 dataset. Energies are from ωB97M-V/def2-TZVPD.

Calculated values
LUMO (spin up / spin down): -7.62 / -11.14 eV
total charge: +2
HOMO level (spin up / spin down): -13.685 / -13.685 eV
2S+1: 3
strongest force on any atom: 3.37 eV/A

XYZ file:
```
84
Properties=species:S:1:pos:R:3:lowdin_charge:R:1
Ag 6.88788 22.66071 -6.47630 0.81
C 7.08504 26.66837 -6.49423 -0.05
C 5.81027 25.99003 -6.89075 -0.32
O 5.82317 24.59064 -7.14395 -0.08
H 7.79026 26.57681 -7.32030 0.05
H 7.60157 26.13484 -5.69633 0.09
H 6.82778 27.69530 -6.23476 0.08
H 5.47539 26.44339 -7.82372 0.10
H 5.00047 26.33408 -6.24736 0.10
C 9.29817 30.02323 -6.98476 -0.02
C 9.84243 29.17540 -5.91591 -0.49
O 10.89137 28.55322 -6.09200 0.04
C 9.01967 29.00865 -4.66302 -0.02
H 8.43314 29.51243 -7.40774 0.07
H 10.10968 30.11673 -7.70642 0.09
H 8.97673 31.03770 -6.74891 0.10
H 9.12536 27.99728 -4.27052 0.08
H 7.96028 29.05794 -4.91477 0.05
H 9.28231 29.75282 -3.91114 0.11
C 5.17698 30.24155 -8.29777 -0.09
C 5.09143 30.53199 -6.84255 -0.46
O 5.80571 31.30268 -6.20731 0.07
C 3.84806 29.93579 -6.10786 -0.07
H 5.84124 30.96581 -8.76925 0.09
H 4.27952 30.44686 -8.88130 0.05
H 5.57628 29.24250 -8.47256 0.05
H 4.02374 28.87103 -5.95454 0.01
H 2.87268 30.11852 -6.55880 0.06
H 3.81718 30.31912 -5.08796 0.08
C 8.43023 25.32379 -10.21994 0.07
C 7.53331 26.13411 -11.13156 -0.24
O 8.09612 26.87895 -11.95572 0.38
C 6.01563 26.11645 -10.94669 0.09
H 8.73480 24.46623 -10.81988 0.13
H 7.98748 24.98779 -9.28230 0.09
H 9.34683 25.82452 -9.90816 0.11
H 5.81304 25.86289 -9.90613 0.08
H 5.54073 25.37176 -11.58544 0.14
H 5.80220 27.17915 -11.06168 0.12
C 10.52628 25.55626 -6.89614 -0.01
C 10.12624 24.09069 -6.74509 -0.48
O 8.98746 23.77773 -6.87856 0.00
C 11.25954 23.15152 -6.37013 0.01
H 10.81003 26.10873 -6.00039 0.09
H 9.69715 26.10575 -7.34190 0.04
H 11.41979 25.56429 -7.52037 0.10
H 10.92852 22.18267 -5.99618 0.08
H 11.79585 23.69452 -5.59191 0.10
H 11.84028 23.02227 -7.28345 0.10
C 3.94888 21.91350 -3.08206 0.00
C 4.23800 22.61502 -4.38546 -0.40
O 5.02550 22.08119 -5.17430 -0.03
C 3.41314 23.88490 -4.73266 -0.01
H 3.71848 20.84858 -3.11339 0.10
H 3.08785 22.37246 -2.59619 0.08
H 4.68879 22.02327 -2.28923 0.09
H 3.64396 24.69159 -4.03690 0.06
H 2.34192 23.73041 -4.60327 0.10
H 3.68242 24.24003 -5.72738 0.04
C 7.89508 24.19179 -2.06256 0.01
C 8.18074 23.42417 -3.33646 -0.45
O 7.46672 23.51261 -4.31807 -0.02
C 9.41125 22.54283 -3.27389 0.00
H 7.85934 23.49588 -1.22438 0.10
H 6.90603 24.61756 -2.23168 0.07
H 8.62167 24.98960 -1.90872 0.10
H 9.60375 21.93843 -4.16031 0.07
H 9.38043 21.89120 -2.40066 0.10
H 10.29512 23.17486 -3.18786 0.10
C 4.48827 27.10691 -2.33089 -0.01
C 5.40705 28.32161 -2.13759 -0.51
O 6.55037 28.26182 -2.47940 0.07
C 4.88197 29.48513 -1.40053 -0.01
H 3.45798 27.32876 -2.05270 0.08
H 4.85964 26.25907 -1.75526 0.08
H 4.61059 26.76676 -3.35921 0.05
H 5.64655 29.91739 -0.75502 0.10
H 4.10593 29.14460 -0.71503 0.09
H 4.54555 30.34581 -1.97859 0.10
C 2.18503 26.51446 -7.67303 -1.43
Br 0.52581 25.72464 -8.44107 0.57
Br 1.76977 27.01793 -5.77867 0.58
Br 2.79627 28.10393 -8.73940 0.64
H 2.89506 25.68883 -7.62520 -0.05
```